*A*
This record from the Open Molecules 2025 dataset describes a molecular structure, C35H50As3N4O3PtS2. The level of theory is the ωB97M-V functional and the def2-TZVPD basis.

The calculation puts the HOMO energy at -10.2 eV. As for the total charge: +1. The spin multiplicity is 1.

The geometry in XYZ format:
```
98
C35H50As3N4O3PtS2 the ωB97M-V functional and the def2-TZVPD basis
Pt -0.644 -0.259 0.151
C -4.038 -0.412 -1.954
As -2.228 -1.019 -1.474
C -1.429 -0.829 -3.250
C -2.510 -2.976 -1.330
C -1.363 -3.827 -0.728
C -0.011 -3.307 -1.207
C -1.446 -3.851 0.804
As -1.060 -2.179 1.846
C -2.854 -1.945 2.631
C -0.282 -3.059 3.419
C -1.571 -5.268 -1.235
As -0.435 -6.894 -0.799
C 0.885 -6.428 0.612
C 0.855 -6.747 -2.289
H -4.387 -0.951 -2.838
H -3.974 0.652 -2.193
H -4.751 -0.544 -1.140
H -1.806 -1.599 -3.926
H -0.343 -0.888 -3.196
H -1.697 0.150 -3.653
H -2.725 -3.323 -2.348
H -3.422 -3.129 -0.742
H 0.169 -2.276 -0.853
H 0.027 -3.321 -2.296
H 0.792 -3.932 -0.826
H -0.721 -4.583 1.164
H -2.437 -4.212 1.096
H -3.250 -2.905 2.971
H -3.545 -1.508 1.907
H -2.768 -1.291 3.499
H -1.008 -3.765 3.826
H -0.051 -2.292 4.155
H 0.632 -3.587 3.158
H -1.559 -5.258 -2.330
H -2.583 -5.574 -0.945
H 0.431 -6.415 1.601
H 1.416 -5.494 0.441
H 1.614 -7.238 0.602
H 0.336 -6.748 -3.245
H 1.514 -7.614 -2.273
H 1.469 -5.851 -2.220
N 6.343 -3.797 1.478
C 5.357 -2.877 1.691
C 5.232 -1.773 0.836
C 4.217 -0.860 1.021
C 3.315 -1.026 2.058
C 3.402 -2.122 2.896
C 4.414 -3.044 2.714
S 1.992 0.162 2.145
O 2.463 1.461 2.522
O 0.894 -0.366 2.941
N 1.425 0.143 0.613
C 1.676 1.097 -0.274
N 0.673 1.287 -1.166
C 0.804 2.252 -2.051
C 1.953 3.022 -2.125
C 2.969 2.686 -1.240
N 2.841 1.744 -0.333
H 7.091 -3.549 0.851
H 6.574 -4.439 2.216
H 5.942 -1.648 0.030
H 4.109 -0.006 0.373
H 2.679 -2.231 3.688
H 4.483 -3.905 3.361
H -0.018 2.402 -2.738
H 2.058 3.812 -2.847
H 3.937 3.168 -1.286
O -1.088 1.771 1.123
S -1.168 2.027 2.587
C -2.994 1.839 2.977
C -3.911 2.626 2.110
C -4.660 3.671 2.643
C -5.536 4.386 1.848
C -5.664 4.073 0.507
C -4.914 3.042 -0.035
C -4.049 2.314 0.761
C -1.116 3.883 2.626
C 0.270 4.276 2.254
C 1.309 4.100 3.162
C 2.611 4.384 2.798
C 2.887 4.860 1.527
C 1.856 5.047 0.624
C 0.554 4.752 0.981
H -3.111 2.111 4.023
H -3.162 0.770 2.852
H -4.567 3.913 3.691
H -6.124 5.183 2.276
H -6.347 4.627 -0.116
H -5.019 2.798 -1.081
H -3.461 1.508 0.337
H -1.381 4.178 3.639
H -1.852 4.233 1.905
H 1.094 3.725 4.150
H 3.413 4.219 3.498
H 3.903 5.086 1.241
H 2.067 5.421 -0.366
H -0.247 4.894 0.269
```

*B*
This record from the Open Molecules 2025 dataset describes a molecular structure, C35H50As3N4O3PtS2. The level of theory is the ωB97M-V functional and the def2-TZVPD basis.

The calculation puts the HOMO energy at -10.0 eV. As for the total charge: +1. The spin multiplicity is 1.

The geometry in XYZ format:
```
98
C35H50As3N4O3PtS2 the ωB97M-V functional and the def2-TZVPD basis
Pt -0.148 -0.548 -0.529
C 2.402 -0.257 2.161
As 0.772 -1.118 1.574
C -0.319 -0.838 3.148
C 1.397 -2.948 1.676
C 0.413 -4.103 1.495
C 1.105 -5.347 2.071
C 0.198 -4.341 0.006
As -0.428 -2.879 -1.129
C 0.358 -3.476 -2.782
C -2.301 -3.221 -1.425
C -0.911 -3.837 2.221
As -2.058 -5.391 2.689
C -3.202 -5.497 1.100
C -3.303 -4.313 3.751
H 2.748 -0.801 3.041
H 2.222 0.776 2.436
H 3.139 -0.307 1.363
H 0.133 -1.368 3.988
H -1.338 -1.172 2.992
H -0.322 0.231 3.362
H 1.878 -3.020 2.656
H 2.194 -3.004 0.927
H 2.122 -5.428 1.681
H 0.571 -6.262 1.813
H 1.159 -5.294 3.160
H -0.500 -5.166 -0.156
H 1.148 -4.634 -0.451
H 0.164 -4.549 -2.819
H 1.427 -3.279 -2.775
H -0.086 -2.964 -3.626
H -2.444 -4.273 -1.668
H -2.610 -2.597 -2.263
H -2.880 -2.955 -0.545
H -1.514 -3.093 1.685
H -0.691 -3.415 3.208
H -2.691 -5.995 0.277
H -3.543 -4.512 0.783
H -4.071 -6.100 1.364
H -2.821 -3.998 4.675
H -4.171 -4.920 4.007
H -3.635 -3.435 3.195
N -0.524 5.130 -5.981
C -0.361 3.896 -5.404
C 0.702 3.067 -5.783
C 0.887 1.840 -5.184
C 0.029 1.424 -4.168
C -1.051 2.223 -3.809
C -1.246 3.446 -4.417
S 0.200 -0.184 -3.496
O -1.033 -0.421 -2.662
O 0.410 -1.081 -4.597
N 1.286 -0.336 -2.341
C 2.533 0.217 -2.360
N 3.159 0.259 -1.167
C 4.390 0.755 -1.171
C 5.014 1.234 -2.310
C 4.269 1.164 -3.475
N 3.046 0.656 -3.517
H -0.024 5.333 -6.828
H -1.408 5.596 -5.880
H 1.374 3.387 -6.570
H 1.693 1.195 -5.499
H -1.747 1.873 -3.062
H -2.097 4.057 -4.143
H 4.899 0.782 -0.211
H 6.017 1.633 -2.290
H 4.670 1.529 -4.415
O 0.000 1.757 -1.007
S 0.029 3.044 -0.211
C 0.863 2.611 1.323
C 1.513 3.794 1.975
C 0.851 4.497 2.975
C 1.440 5.609 3.560
C 2.698 6.021 3.148
C 3.366 5.321 2.153
C 2.776 4.213 1.567
C -1.661 3.399 0.381
C -2.410 2.282 1.044
C -2.913 1.225 0.288
C -3.646 0.215 0.895
C -3.897 0.256 2.260
C -3.410 1.311 3.018
C -2.667 2.315 2.413
H 1.592 1.893 0.944
H 0.150 2.100 1.972
H -0.128 4.168 3.307
H 0.919 6.148 4.340
H 3.160 6.885 3.605
H 4.348 5.640 1.832
H 3.295 3.669 0.786
H -2.168 3.740 -0.523
H -1.541 4.262 1.040
H -2.754 1.201 -0.783
H -4.037 -0.591 0.288
H -4.487 -0.522 2.728
H -3.620 1.361 4.078
H -2.309 3.149 3.007
```

The structure with the greatest stability is *B*.

*A*
This record from the Open Molecules 2025 dataset describes a single C3H6S3 molecule. The level of theory is the ωB97M-V functional and the def2-TZVPD basis.

Its SMILES is S/C=C/C(S)S. The calculation puts the HOMO energy (spin up / spin down) at -8.2 / -8.0 eV. The spin multiplicity is 1.

The geometry in XYZ format:
```
12
C3H6S3 the ωB97M-V functional and the def2-TZVPD basis
S 2.846 0.128 0.294
C 1.508 -0.151 -0.811
C 0.099 0.498 -0.034
C -1.208 0.176 -0.486
S -2.374 1.433 -0.032
S -1.905 -1.546 0.146
H 3.924 0.286 -0.430
H 1.470 -0.414 -1.920
H 0.169 0.932 0.886
H -1.424 -0.016 -1.501
H -1.873 1.466 1.284
H -1.199 -1.487 1.167
```

*B*
This record from the Open Molecules 2025 dataset describes a single C3H6S3 molecule. The level of theory is the ωB97M-V functional and the def2-TZVPD basis.

Its SMILES is S=C(CS)CS. The calculation puts the HOMO energy at -9.0 eV. The spin multiplicity is 1.

The geometry in XYZ format:
```
12
C3H6S3 the ωB97M-V functional and the def2-TZVPD basis
S 1.451 -0.964 1.951
C 0.277 -0.356 0.922
C -0.472 -1.261 -0.016
S 0.638 -1.178 -1.429
C 0.423 1.100 0.450
S -1.150 1.774 -0.200
H -1.483 -0.816 -0.155
H -0.688 -2.234 0.317
H -0.117 -1.889 -2.303
H 1.288 1.210 -0.188
H 0.641 1.667 1.414
H -0.808 2.948 -0.764
```

The structure with the greatest stability is *B*.

*A*
This record from the Open Molecules 2025 dataset describes 5 unconnected molecules or ions with the total composition C4H19NO5. The level of theory is the ωB97M-V functional and the def2-TZVPD basis.

Its SMILES is COC[C@H](C)N.O.O.O.O. The calculation puts the HOMO energy at -8.9 eV. The spin multiplicity is 1.

The geometry in XYZ format:
```
29
C4H19NO5 the ωB97M-V functional and the def2-TZVPD basis
C 0.588 0.144 0.755
O 0.371 -1.176 0.317
C -0.398 -1.219 -0.897
C -0.683 -2.680 -1.310
C 0.431 -3.723 -1.411
N -1.345 -2.788 -2.616
H -0.293 0.477 1.304
H 0.750 0.903 -0.010
H 1.526 0.162 1.310
H -1.252 -0.545 -0.823
H 0.258 -0.801 -1.660
H -1.414 -3.053 -0.593
H 1.009 -3.588 -2.325
H 0.109 -4.764 -1.393
H 1.204 -3.485 -0.681
H -0.774 -2.246 -3.249
H -2.164 -2.200 -2.670
O 1.679 2.623 -0.543
H 0.793 2.798 -0.857
H 1.559 2.310 0.353
O -1.449 1.553 1.589
H -1.692 0.630 1.519
H -2.116 2.015 1.082
O 0.918 1.856 1.624
H -0.032 1.763 1.688
H 1.088 2.763 1.879
O 0.646 4.065 2.207
H -0.303 4.129 2.311
H 0.988 4.075 3.101
```

*B*
This record from the Open Molecules 2025 dataset describes 6 unconnected molecules or ions with the total composition C4H19NO5. The level of theory is the ωB97M-V functional and the def2-TZVPD basis.

Its SMILES is C/C=C(/C)N.O.O.O.O.O. The calculation puts the HOMO energy at -8.0 eV. The spin multiplicity is 1.

The geometry in XYZ format:
```
29
C4H19NO5 the ωB97M-V functional and the def2-TZVPD basis
C -2.171 -0.382 0.121
C -0.699 -0.534 0.265
C 0.037 0.144 1.152
C 1.527 -0.018 1.091
N -0.505 1.132 1.983
H -2.566 -0.414 -0.900
H -2.736 -1.247 0.511
H -2.644 0.481 0.597
H -0.199 -1.076 -0.516
H 1.959 0.692 1.812
H 2.095 0.094 0.176
H 1.856 -0.975 1.499
H -1.482 0.996 2.162
H 0.052 1.345 2.790
O 0.308 2.513 -0.859
H -0.548 2.442 -0.412
H 0.756 1.832 -0.332
O -0.087 -1.109 4.023
H 0.106 -0.219 4.345
H -1.049 -1.068 4.095
O -0.515 -1.481 -3.057
H -1.455 -1.693 -3.043
H -0.442 -0.576 -3.421
O 2.108 -1.371 -1.561
H 2.793 -1.294 -2.235
H 1.275 -1.727 -1.896
O 0.609 0.975 -3.121
H 1.448 0.866 -2.665
H 0.166 1.673 -2.604
```

The structure with the greatest stability is *B*.

*A*
This record from the Open Molecules 2025 dataset describes a molecular structure, C26H44InN7O2P. The level of theory is the ωB97M-V functional and the def2-TZVPD basis.

The calculation puts the HOMO energy at -18.1 eV. As for the total charge: +3. The spin multiplicity is 1.

The geometry in XYZ format:
```
81
C26H44InN7O2P the ωB97M-V functional and the def2-TZVPD basis
In -1.160 -1.376 -0.187
N -5.351 0.310 0.002
C -4.073 0.647 -0.120
N -3.341 -0.463 -0.140
C -4.278 -1.454 -0.022
N -5.503 -1.020 0.071
C -3.888 -2.849 0.122
C -4.802 -3.890 0.291
N -4.390 -5.128 0.502
C -3.083 -5.360 0.569
C -2.160 -4.341 0.391
N -2.576 -3.091 0.153
H -6.163 0.915 0.044
H -3.722 1.662 -0.197
H -5.867 -3.697 0.252
H -2.761 -6.374 0.770
H -1.094 -4.519 0.461
C 2.962 -4.803 0.533
O 2.054 -3.803 1.085
C 1.120 -3.255 0.389
O 0.380 -2.405 0.932
N 0.939 -3.613 -0.910
N -0.071 -2.995 -1.677
H 3.625 -5.056 1.352
H 3.537 -4.372 -0.286
H 2.402 -5.686 0.228
H 1.545 -4.282 -1.363
H -0.698 -3.708 -2.052
H 0.362 -2.528 -2.473
C -0.404 4.521 -2.360
C -1.396 4.228 -1.220
C -1.379 2.741 -0.824
C 0.057 2.227 -0.924
C 0.484 2.165 -2.407
C -0.197 3.280 -3.221
P 0.437 0.681 -0.033
C 2.164 0.154 -0.376
C 3.204 1.272 -0.103
C 4.529 0.957 -0.818
C 4.782 -0.546 -0.838
C 3.746 -1.240 -1.738
C 2.412 -0.476 -1.750
C 0.349 0.855 1.796
C 0.897 2.187 2.372
C -0.215 3.141 2.799
C -1.134 2.518 3.867
C -1.158 0.984 3.796
C -1.055 0.534 2.341
H 0.559 4.843 -1.953
H -0.765 5.350 -2.964
H -2.410 4.500 -1.519
H -1.155 4.837 -0.347
H -1.993 2.163 -1.523
H -1.792 2.622 0.180
H 0.703 2.943 -0.398
H 0.235 1.188 -2.840
H 1.567 2.278 -2.474
H -1.161 2.936 -3.605
H 0.414 3.505 -4.094
H 2.310 -0.627 0.383
H 3.378 1.336 0.972
H 2.842 2.250 -0.427
H 5.335 1.484 -0.309
H 4.512 1.339 -1.841
H 4.728 -0.932 0.185
H 5.787 -0.767 -1.193
H 3.592 -2.273 -1.404
H 4.121 -1.301 -2.760
H 1.588 -1.139 -2.028
H 2.435 0.299 -2.515
H 1.008 0.043 2.121
H 1.573 2.679 1.672
H 1.505 1.937 3.243
H -0.796 3.446 1.925
H 0.236 4.056 3.181
H -2.147 2.904 3.740
H -0.816 2.822 4.864
H -2.065 0.596 4.259
H -0.320 0.556 4.352
H -1.835 1.031 1.756
H -1.242 -0.556 2.278
```

*B*
This record from the Open Molecules 2025 dataset describes a molecular structure, C26H44InN7O2P. The level of theory is the ωB97M-V functional and the def2-TZVPD basis.

The calculation puts the HOMO energy at -17.8 eV. As for the total charge: +3. The spin multiplicity is 1.

The geometry in XYZ format:
```
81
C26H44InN7O2P the ωB97M-V functional and the def2-TZVPD basis
In 0.052 0.120 -0.282
N 2.822 0.472 -4.039
C 1.984 -0.311 -3.369
N 1.494 0.365 -2.335
C 2.097 1.572 -2.455
N 2.911 1.683 -3.474
C 1.824 2.663 -1.541
C 2.425 3.910 -1.734
N 2.177 4.940 -0.953
C 1.315 4.734 0.035
C 0.720 3.505 0.248
N 0.966 2.437 -0.536
H 3.357 0.266 -4.873
H 1.754 -1.318 -3.653
H 3.119 4.050 -2.554
H 1.086 5.574 0.679
H 0.033 3.406 1.058
C -2.617 -1.123 4.455
O -1.658 -1.429 3.398
C -1.322 -0.554 2.510
O -0.544 -0.908 1.592
N -1.818 0.689 2.560
N -1.443 1.565 1.542
H -2.707 -2.041 5.024
H -3.578 -0.859 4.016
H -2.224 -0.336 5.098
H -2.383 1.023 3.328
H -0.866 2.284 1.959
H -2.278 2.002 1.154
C -0.877 -4.941 -4.873
C 0.575 -4.494 -4.647
C 0.668 -3.364 -3.608
C -0.358 -3.616 -2.499
C -1.782 -3.418 -3.078
C -1.837 -3.798 -4.568
P -0.136 -2.754 -0.911
C -1.567 -3.111 0.163
C -1.842 -4.649 0.242
C -3.289 -4.909 0.695
C -3.752 -3.846 1.681
C -3.869 -2.486 0.972
C -2.857 -2.345 -0.180
C 1.389 -3.139 -0.003
C 1.678 -4.677 0.007
C 2.775 -5.075 -0.974
C 4.097 -4.338 -0.693
C 3.888 -3.010 0.047
C 2.619 -2.331 -0.457
H -1.119 -5.797 -4.236
H -1.005 -5.281 -5.899
H 1.008 -4.137 -5.582
H 1.185 -5.337 -4.319
H 0.419 -2.414 -4.083
H 1.689 -3.315 -3.225
H -0.221 -4.650 -2.149
H -2.096 -2.378 -2.957
H -2.487 -4.040 -2.526
H -1.592 -2.934 -5.190
H -2.861 -4.076 -4.817
H -1.235 -2.765 1.130
H -1.147 -5.080 0.964
H -1.680 -5.148 -0.714
H -3.332 -5.901 1.142
H -3.958 -4.925 -0.169
H -3.040 -3.786 2.510
H -4.716 -4.123 2.106
H -3.720 -1.681 1.696
H -4.873 -2.363 0.566
H -2.635 -1.281 -0.347
H -3.292 -2.729 -1.098
H 1.134 -2.820 1.014
H 0.774 -5.262 -0.164
H 2.003 -4.915 1.022
H 2.444 -4.905 -2.002
H 2.926 -6.152 -0.894
H 4.616 -4.149 -1.634
H 4.757 -4.974 -0.104
H 4.746 -2.358 -0.112
H 3.811 -3.171 1.126
H 2.669 -2.266 -1.547
H 2.543 -1.302 -0.074
```

The structure with the greatest stability is *A*.

*A*
This record from the Open Molecules 2025 dataset describes a molecular structure, C5H10IN2. The level of theory is the ωB97M-V functional and the def2-TZVPD basis.

The calculation puts the HOMO energy at -13.9 eV. As for the total charge: +1. The spin multiplicity is 1.

The geometry in XYZ format:
```
18
C5H10IN2 the ωB97M-V functional and the def2-TZVPD basis
C -2.221 -2.763 -1.345
C 1.410 1.953 0.269
C 1.661 0.547 0.804
C 0.826 -0.432 -0.054
C -1.476 -0.039 -0.326
N -1.925 -1.689 -1.189
N -0.545 -0.340 0.502
I -3.311 0.504 0.585
H -2.454 -3.787 -1.538
H 1.506 1.888 -0.905
H 0.490 2.241 0.660
H 2.003 2.695 0.765
H 1.390 0.266 1.845
H 2.666 0.397 0.734
H 0.929 -0.037 -0.994
H 0.975 -1.564 -0.011
H -1.455 0.508 -1.297
H -0.470 -0.348 1.495
```

*B*
This record from the Open Molecules 2025 dataset describes 2 unconnected molecules or ions with the total composition C5H10IN2. The level of theory is the ωB97M-V functional and the def2-TZVPD basis.

The calculation puts the HOMO energy at -14.2 eV. As for the total charge: +1. The spin multiplicity is 1.

The geometry in XYZ format:
```
18
C5H10IN2 the ωB97M-V functional and the def2-TZVPD basis
C 2.421 -2.936 -0.822
C -1.332 0.417 -1.147
C -0.887 -0.371 0.085
C -0.025 0.536 1.005
C 2.368 0.140 0.839
N 1.922 -1.987 -0.471
N 1.261 0.644 0.395
I 4.150 0.491 -0.088
H 2.599 -3.920 -1.222
H -1.957 1.292 -1.038
H -0.429 0.873 -1.683
H -1.787 -0.377 -1.832
H -0.090 -1.195 -0.164
H -1.771 -0.577 0.645
H -0.585 1.565 1.068
H -0.020 0.162 2.090
H 2.440 -0.375 1.826
H 1.233 1.167 -0.558
```

The structure with the greatest stability is *B*.